No. 1
Below is a molecular structure, C35H34BF3N2O2S at a distorted geometry, with properties calculated with ωB97M-V with the def2-TZVPD basis set.

ΔE to the lowest compared entry with this formula, charge and spin (kcal/mol): 57.7
Charge: 0
HOMO (eV): -6.7
Multiplicity: 1
Kohn-Sham gap (eV): 5.03

Last column: Löwdin charge in e.
CARTESIAN COORDINATES (ANGSTROEM)
1 C 1.033334 -2.907691 7.298239  -0.05
2 N 1.521192 -1.600484 6.902157  -0.17
3 C 2.847534 -1.218334 7.361135  -0.06
4 C 0.763243 -0.760899 6.138149  -0.22
5 C -0.616084 -1.024254 5.903892  0.00
6 C -1.334758 -0.297886 4.975595  0.00
7 C -0.748790 0.722454 4.180249  -0.15
8 C -1.530256 1.469597 3.175449  0.06
9 C -0.955224 2.782400 2.762769  -0.22
10 C -1.586957 3.971883 3.149084  -0.02
11 C -1.045051 5.211161 2.882378  0.00
12 C 0.217244 5.326336 2.242171  -0.22
13 N 0.836276 6.528286 2.041686  -0.19
14 C 0.250952 7.751244 2.551174  -0.06
15 C 2.198212 6.591587 1.549532  -0.06
16 C 0.854548 4.130842 1.848614  0.00
17 C 0.290328 2.883511 2.114464  -0.02
18 C 0.557404 1.098247 4.577533  0.01
19 C 1.285062 0.403416 5.534514  0.00
20 H 0.770916 -3.526569 6.434250  0.09
21 H 1.802115 -3.430187 7.869564  0.08
22 H 0.144502 -2.818395 7.925628  0.09
23 H 2.798705 -0.294284 7.957024  0.10
24 H 3.262712 -2.015858 7.992200  0.09
25 H 3.539030 -1.036750 6.525968  0.09
26 H -1.087109 -1.871728 6.412932  0.11
27 H -2.414998 -0.485094 4.925503  0.14
28 H -2.596466 1.480014 3.431010  0.13
29 H -2.526931 3.914556 3.701943  0.13
30 H -1.610814 6.107948 3.142736  0.10
31 H 0.207851 7.749015 3.656953  0.10
32 H 0.855069 8.612690 2.228993  0.09
33 H -0.780308 7.884112 2.181527  0.09
34 H 2.295322 6.028263 0.618213  0.08
35 H 2.474104 7.632886 1.363327  0.08
36 H 2.900734 6.163120 2.274459  0.10
37 H 1.810042 4.181293 1.318666  0.10
38 H 0.874979 1.993578 1.882057  0.12
39 H 0.997299 2.003171 4.189440  0.11
40 H 2.305560 0.723742 5.751841  0.10
41 C -3.478344 -1.869493 -3.430639  -0.12
42 C -3.526078 -1.271611 -2.068417  -0.58
43 C -4.602364 -1.306128 -1.214968  -0.15
44 C -4.397323 -0.655084 0.052197  -0.12
45 C -3.154010 -0.065769 0.153848  -0.36
46 B -2.349278 0.546197 1.574119  -0.85
47 C -3.241435 1.893155 1.299557  -0.12
48 C -2.837964 2.890126 0.406509  -0.02
49 C -3.480445 4.122747 0.380881  0.00
50 C -4.593533 4.321730 1.193562  -0.15
51 C -5.164234 5.705649 1.287209  -0.53
52 F -6.458703 5.730509 1.715283  0.11
53 F -4.435270 6.461934 2.179948  0.09
54 F -5.118420 6.375978 0.100334  0.11
55 C -5.126775 3.273341 1.941932  -0.01
56 C -4.457942 2.063569 1.969332  -0.04
57 O -2.753739 -0.611608 2.413838  0.08
58 C -1.706556 -1.475559 2.283196  -0.20
59 C -0.617223 -0.873608 1.602310  -0.22
60 C 0.674703 -1.370744 1.723584  0.01
61 C 0.831715 -2.537798 2.481855  -0.10
62 C -0.258284 -3.196647 3.049302  -0.11
63 C -1.560881 -2.697192 2.942714  0.00
64 O -0.947790 0.354838 1.126737  0.04
65 S -2.217209 -0.407476 -1.279797  1.08
66 H -4.469471 -2.251852 -3.717024  0.08
67 H -3.184600 -1.130403 -4.190380  0.07
68 H -2.779902 -2.717918 -3.494310  0.07
69 H -5.516812 -1.804609 -1.485179  0.10
70 H -5.166795 -0.628929 0.830798  0.11
71 H -2.006291 2.704709 -0.282673  0.13
72 H -3.104324 4.944909 -0.242810  0.13
73 H -6.056423 3.429237 2.509200  0.13
74 H -4.897596 1.221798 2.519082  0.13
75 H 1.487338 -0.821893 1.260722  0.12
76 H 1.833365 -2.939514 2.610648  0.10
77 H -0.102129 -4.124925 3.605968  0.10
78 H -2.432631 -3.170716 3.388725  0.12

Atomic forces in eV per Å
C -0.32 -0.03 0.04
N 0.20 0.12 0.05
C 0.14 0.31 -0.04
C -0.32 -0.40 -0.20
C 0.12 -0.25 -0.18
C -0.39 -0.23 0.35
C -0.39 0.07 -0.52
C 0.99 2.13 3.63
C 0.26 -0.70 -0.07
C -0.34 -0.19 -0.16
C 0.24 0.43 -0.08
C -0.11 -0.37 0.14
N -0.13 0.52 -0.25
C -0.31 0.15 0.26
C -0.06 -0.19 0.03
C 0.07 -0.50 -0.07
C 0.11 0.59 0.16
C 0.38 -0.41 0.41
C 0.15 0.31 -0.42
H 0.03 0.11 -0.03
H -0.12 0.14 -0.11
H -0.02 -0.10 0.11
H 0.05 -0.21 -0.09
H -0.18 0.33 -0.28
H -0.12 -0.12 0.13
H 0.06 0.53 -0.19
H 0.55 -0.06 -0.42
H 0.47 0.17 0.11
H 0.12 0.04 -0.32
H 0.25 -0.36 0.09
H 0.02 0.06 -0.31
H -0.30 -0.38 0.10
H 0.39 0.02 0.07
H 0.07 0.17 -0.02
H -0.09 -0.25 0.02
H 0.07 0.04 -0.04
H -0.39 -0.16 0.34
H -0.42 0.16 -0.21
H 0.08 -0.08 -0.18
H -0.39 0.00 0.00
C 0.23 -0.16 -0.52
C -0.48 0.44 1.22
C 0.64 0.15 0.15
C 0.47 0.30 -0.68
C -0.66 -0.96 -0.80
B -2.36 -1.48 -4.38
C 0.25 -0.05 0.48
C 0.33 0.31 -0.37
C 0.16 -0.20 -0.06
C -0.31 0.33 -0.06
C -0.10 0.22 0.05
F 0.89 0.07 -0.24
F -0.59 -0.25 -0.51
F -0.08 -0.31 0.77
C -0.28 0.49 -0.01
C -0.12 -0.44 0.46
O 0.79 -0.33 1.03
C 0.25 0.18 0.33
C -0.16 0.00 0.65
C -0.78 -0.12 0.06
C 0.21 0.00 -0.25
C -0.20 -0.35 -0.01
C 0.16 0.68 -0.38
O 1.12 -0.02 1.06
S -0.75 -0.03 -0.26
H 0.25 0.16 0.20
H -0.01 -0.21 0.17
H -0.10 0.27 0.02
H -0.25 -0.12 -0.05
H 0.38 0.09 -0.28
H -0.14 0.11 0.47
H -0.19 -0.49 0.24
H 0.52 -0.16 -0.31
H 0.30 0.36 -0.02
H 0.08 -0.19 0.12
H -0.17 -0.03 0.00
H 0.03 0.28 -0.23
H 0.28 0.06 0.08


No. 2
Below is 3 unconnected molecules or ions with the total composition C4H14NO2 at a distorted geometry, with properties calculated with ωB97M-V with the def2-TZVPD basis set.

ΔE to the lowest compared entry with this formula, charge and spin (kcal/mol): 31.9
Charge: +1
HOMO (eV): -14.5
Multiplicity: 1
Kohn-Sham gap (eV): 11.38

Last column: Löwdin charge in e.
CARTESIAN COORDINATES (ANGSTROEM)
1 C 2.421879 0.803455 -0.667206  -0.08
2 C 1.584416 1.672130 0.299408  -0.22
3 C 0.146312 1.666532 -0.133487  -0.08
4 C -0.750551 0.941291 0.501939  -0.09
5 N -2.160453 0.909517 0.026651  0.19
6 H 2.477325 -0.204118 -0.290446  0.07
7 H 1.942341 0.708435 -1.643435  0.07
8 H 3.403719 1.231641 -0.855562  0.08
9 H 1.659507 1.209074 1.285287  0.11
10 H 1.970375 2.687267 0.388884  0.12
11 H -0.050471 2.171612 -1.066278  0.13
12 H -0.688591 0.525746 1.491020  0.13
13 H -2.176810 1.272948 -0.918992  0.16
14 H -2.673633 1.535829 0.666752  0.18
15 H -2.542321 -0.047606 0.126643  0.11
16 H -1.259562 -2.042306 0.763130  0.05
17 H -2.682377 -2.535526 0.929447  0.08
18 O -2.181867 -1.777178 0.592582  -0.05
19 H 1.145647 -3.192953 -0.778385  0.04
20 H -0.134156 -3.997111 -0.612144  0.05
21 O 0.549270 -3.538679 -0.105809  -0.05

Atomic forces in eV per Å
C -0.38 0.53 -0.48
C 0.04 -0.41 0.20
C 0.94 -0.52 0.32
C -0.79 0.56 -0.03
N 0.42 0.62 1.02
H 0.32 -0.31 0.22
H -0.04 0.19 -0.07
H 0.09 -0.20 0.24
H -0.05 0.25 0.09
H -0.07 0.01 -0.19
H -0.33 0.06 -0.25
H 0.44 -0.32 0.05
H -0.46 -0.08 -0.25
H -0.19 -0.25 -0.60
H 0.13 -0.20 -0.24
H -0.11 0.08 -0.28
H -0.13 0.32 -0.14
O 0.32 -0.44 0.34
H 0.08 -0.05 0.04
H 0.18 -0.07 0.07
O -0.41 0.22 -0.08


No. 3
Below is 2 unconnected molecules or ions with the total composition C5H12N at a distorted geometry, with properties calculated with ωB97M-V with the def2-TZVPD basis set.

ΔE to the lowest compared entry with this formula, charge and spin (kcal/mol): 130.4
Charge: +1
HOMO (eV): -12.5
Multiplicity: 1
Kohn-Sham gap (eV): 4.61

Last column: Löwdin charge in e.
CARTESIAN COORDINATES (ANGSTROEM)
1 C -1.117751 -2.095497 -0.445548  -0.08
2 C -0.852374 -1.385576 -1.754917  -0.22
3 C 0.516852 -0.667297 -1.666639  -0.13
4 C 0.238723 0.633234 -0.940877  -0.04
5 C 0.103688 0.779012 0.346143  0.37
6 N 1.622174 2.746958 3.472875  0.01
7 H -1.123073 -1.328620 0.351165  0.07
8 H -2.071235 -2.613734 -0.431281  0.09
9 H -0.325550 -2.795836 -0.187159  0.09
10 H -0.875911 -2.074770 -2.591300  0.13
11 H -1.640844 -0.649757 -1.916819  0.12
12 H 1.161026 -1.229893 -0.995239  0.13
13 H 1.028066 -0.524935 -2.613059  0.13
14 H 0.005966 1.533162 -1.530932  0.19
15 H -0.871098 1.038637 0.779251  0.14
16 H 1.547016 2.394085 2.537383  -0.04
17 H 0.840498 2.501476 4.081433  0.01
18 H 1.813826 3.739352 3.505518  0.01

Atomic forces in eV per Å
C 0.21 0.30 0.25
C 0.01 0.09 0.21
C -0.15 -0.35 0.24
C 0.36 -0.93 0.53
C -1.32 1.39 -2.00
N 0.01 -0.09 0.78
H -0.20 -0.22 0.17
H -0.09 0.07 0.08
H -0.02 -0.13 -0.11
H 0.21 -0.04 -0.19
H -0.09 -0.04 -0.28
H 0.19 -0.19 -0.21
H -0.14 0.34 -0.05
H 0.58 0.32 0.22
H 0.46 -0.61 1.16
H -0.20 0.08 -0.11
H 0.34 0.16 -0.54
H -0.14 -0.15 -0.14